1.
Molecular formula: C3H3NS2
Method: DFT, the ωB97M-V functional and the def2-TZVPD basis

```
9
Properties=species:S:1:pos:R:3:mulliken_charge:R:1
C 1.29 1.14 0.32 -0.294
C -0.66 -1.79 1.54 0.389
C -0.20 0.76 -1.57 -0.400
N 0.48 1.09 -0.56 -0.034
S 0.78 -2.20 1.10 -0.184
S -2.17 -1.65 2.03 -0.219
H 1.22 1.50 1.29 0.264
H -0.59 -0.16 -1.68 0.249
H -0.15 1.31 -2.49 0.229
```

The calculation puts the gap between HOMO and LUMO at 7.590 eV.

2.
Molecular formula: C3H3NS2
Method: DFT, the ωB97M-V functional and the def2-TZVPD basis

```
9
Properties=species:S:1:pos:R:3:mulliken_charge:R:1
C -2.31 0.24 -0.70 0.578
C -1.09 0.22 -0.13 0.109
C 0.06 0.79 0.55 -0.599
N -3.33 0.22 -1.21 -0.396
S 2.77 -1.25 -0.83 -0.270
S 0.16 -0.96 0.08 -0.017
H 0.20 0.91 1.63 0.216
H 0.80 1.54 0.18 0.251
H 2.75 -1.72 0.43 0.128
```

The calculation puts the gap between HOMO and LUMO (alpha / beta) at 7.736 / 6.643 eV.

Order from most stable to least stable according to the calculation: 1, 2

1.
Molecular formula: C3H3NS2
Method: DFT, the ωB97M-V functional and the def2-TZVPD basis

```
9
Properties=species:S:1:pos:R:3:mulliken_charge:R:1
C 0.69 0.32 1.09 -0.249
C 3.20 -0.18 -0.04 0.291
C -0.05 -0.14 -1.22 -0.348
N 0.39 0.25 -0.09 -0.062
S 3.19 -1.61 0.60 -0.158
S 3.38 1.24 -0.68 -0.174
H 0.83 1.21 1.65 0.248
H -1.12 -0.05 -1.40 0.269
H 0.73 -0.47 -2.01 0.184
```

The calculation puts the gap between HOMO and LUMO at 7.770 eV.

2.
Molecular formula: C3H3NS2
Method: DFT, the ωB97M-V functional and the def2-TZVPD basis

```
9
Properties=species:S:1:pos:R:3:mulliken_charge:R:1
N -0.34 0.77 0.68 -0.300
C 0.73 0.73 0.27 0.326
S 2.24 0.64 -0.49 -0.046
S 3.56 -0.31 0.72 -0.170
H 3.54 -1.69 0.59 0.184
C -3.39 1.57 -0.52 -0.272
C -3.24 0.44 -0.19 -0.442
H -3.76 2.57 -0.46 0.334
H -2.91 -0.57 -0.04 0.386
```

Its structure (SMILES) is N#CSS.C#C. The calculation puts the gap between HOMO and LUMO at 9.711 eV.

Order from most stable to least stable according to the calculation: 1, 2